Record 1
DFT (wB97M-V/def2-TZVPD) results for C6H13N in the gas phase.

Geometry as XYZ:
```
20
Properties=species:S:1:pos:R:3:mulliken_charge:R:1
C -1.39 1.74 0.56 -1.48
C -0.68 0.41 0.63 0.09
N -0.74 -0.48 -0.52 -0.39
C -1.06 -1.89 -0.34 -0.85
C 0.56 0.06 -0.13 1.26
C 1.57 -0.79 0.60 -1.65
C 1.16 0.98 -1.17 -1.47
H -2.45 1.64 0.79 0.34
H -0.94 2.43 1.28 0.29
H -1.30 2.18 -0.44 0.38
H -0.74 -0.07 1.61 0.44
H -1.36 -2.32 -1.30 0.31
H -0.22 -2.49 0.05 0.30
H -1.90 -2.02 0.35 0.28
H 2.30 -0.14 1.09 0.41
H 1.11 -1.40 1.38 0.40
H 2.12 -1.45 -0.08 0.34
H 0.42 1.67 -1.58 0.37
H 1.54 0.38 -2.01 0.30
H 2.00 1.56 -0.76 0.34
```

Summary:
* energy relative to the best compared isomer or geometry (same formula, charge and spin): 19.81 kcal/mol
* Kohn-Sham gap: 0.36042 hartree
* total charge: 0
* HOMO level: -8.73 eV
* M: 99.18 g/mol
* structure (SMILES): C[C@H]1N(C)C1(C)C

Record 2
DFT (wB97M-V/def2-TZVPD) results for a molecular structure, C18H15As2Cl9Cu2F36NaO3.

Geometry as XYZ:
```
86
Properties=species:S:1:pos:R:3:mulliken_charge:R:1
Na -7.12 1.13 -4.73 1.00
Cu -2.81 -3.09 -4.81 1.00
Cu -4.45 -0.19 3.56 1.00
As -7.69 -3.16 -0.71 1.98
F -7.31 -4.49 0.42 -0.48
F -7.12 -1.96 0.46 -0.50
F -8.19 -1.83 -1.78 -0.52
F -8.22 -4.31 -1.93 -0.48
F -9.33 -3.15 -0.02 -0.48
F -6.14 -3.22 -1.61 -0.52
As -1.62 1.67 -1.62 2.08
F 0.11 1.38 -1.27 -0.49
F -1.10 1.96 -3.34 -0.52
F -3.36 1.88 -2.03 -0.52
F -2.10 1.36 0.08 -0.52
F -1.46 3.45 -1.36 -0.50
F -1.77 -0.08 -1.99 -0.53
C 0.90 -7.22 2.12 -0.93
C 0.05 -6.57 3.22 0.98
C -1.45 -6.49 2.94 0.15
F -1.75 -5.50 2.13 -0.24
F -1.95 -7.62 2.47 -0.27
F 0.29 -7.21 4.39 -0.30
F 0.47 -5.29 3.33 -0.29
O 0.78 -6.53 0.85 -0.32
C 2.01 -6.28 0.13 0.85
C 1.63 -5.44 -1.10 0.19
F 2.54 -5.46 -2.00 -0.25
F 0.44 -5.66 -1.71 -0.26
F 2.92 -5.59 0.86 -0.26
F 2.48 -7.52 -0.16 -0.29
H 0.49 -8.22 1.95 0.33
H 1.93 -7.38 2.43 0.45
H -1.87 -6.19 3.90 0.25
H 1.59 -4.42 -0.72 0.22
C -0.03 0.55 7.40 -1.06
C -1.28 -0.12 7.84 1.00
C -1.04 -1.06 9.11 0.17
F -0.12 -1.96 8.79 -0.25
F -0.72 -0.41 10.21 -0.24
F -2.24 0.81 8.07 -0.29
F -1.73 -0.85 6.78 -0.31
O -0.02 1.25 6.17 -0.36
C 0.74 2.50 6.10 0.95
C 0.58 3.30 4.80 0.12
F -0.59 4.00 4.76 -0.25
F 1.55 4.16 4.53 -0.24
F 0.58 3.38 7.09 -0.25
F 2.01 2.06 6.25 -0.30
H 0.74 -0.23 7.29 0.38
H 0.25 1.17 8.25 0.44
H -2.00 -1.56 9.25 0.28
H 0.51 2.62 3.96 0.21
C 6.71 -0.21 -3.77 -0.85
C 7.28 0.93 -2.90 0.93
C 6.33 1.41 -1.77 0.21
F 5.77 0.44 -1.06 -0.25
F 6.94 2.30 -0.90 -0.28
F 8.48 0.61 -2.49 -0.30
F 7.49 1.95 -3.77 -0.30
O 5.49 0.12 -4.44 -0.41
C 5.33 -0.41 -5.81 0.83
C 3.90 0.02 -6.23 0.18
F 3.60 -0.35 -7.45 -0.28
F 2.99 -0.49 -5.40 -0.23
F 6.23 0.22 -6.59 -0.27
F 5.43 -1.70 -5.84 -0.24
H 6.53 -1.04 -3.08 0.34
H 7.41 -0.65 -4.47 0.45
H 5.49 1.99 -2.15 0.22
H 3.76 1.10 -6.35 0.24
C -1.28 4.62 -8.27 0.07
Cl 0.34 5.21 -7.90 -0.10
Cl -1.69 4.91 -9.92 -0.11
Cl -2.51 5.39 -7.21 -0.14
H -1.37 3.55 -8.06 0.27
C -6.40 7.34 -1.28 0.05
Cl -7.66 6.16 -1.82 -0.14
Cl -6.06 7.00 0.42 -0.11
Cl -6.98 8.99 -1.49 -0.09
H -5.49 7.09 -1.83 0.30
C 0.94 8.16 -1.40 0.06
Cl -0.27 8.93 -2.43 -0.11
Cl 1.93 9.42 -0.51 -0.13
Cl 1.95 6.93 -2.21 -0.09
H 0.34 7.66 -0.64 0.27
```

Summary:
* Kohn-Sham gap: 0.18216 hartree
* total charge: +1
* HOMO level: -12.11 eV
* M: 1582.25 g/mol

Record 3
DFT (wB97M-V/def2-TZVPD) results for a molecular structure, C46H47AsCdIN6S.

Geometry as XYZ:
```
103
Properties=species:S:1:pos:R:3:mulliken_charge:R:1
Cd -0.43 -0.33 -0.52 2.04
N 0.94 1.59 0.24 -0.56
C 0.51 2.88 -0.28 0.05
C 0.29 2.80 -1.79 -1.05
N -0.69 1.78 -2.15 0.22
C -2.06 2.24 -2.32 -1.25
C -2.88 2.15 -1.03 -0.03
N -2.94 0.77 -0.55 -0.49
H 1.08 1.66 1.25 -0.04
H 1.85 1.36 -0.18 0.24
H 1.24 3.67 -0.09 0.60
H -0.43 3.15 0.21 -0.43
H 1.24 2.53 -2.25 0.18
H -0.01 3.79 -2.17 0.41
H -0.39 1.37 -3.03 0.09
H -2.54 1.61 -3.07 0.40
H -2.08 3.28 -2.68 0.38
H -3.87 2.57 -1.23 0.52
H -2.41 2.76 -0.24 -0.26
H -3.48 0.22 -1.22 0.32
H -3.43 0.74 0.34 0.08
I -1.13 -2.90 1.34 0.00
C -2.04 -3.63 -0.47 0.41
C -2.78 -4.78 -0.31 -0.65
C -3.38 -5.39 -1.42 -0.77
C -3.20 -4.85 -2.66 -0.79
C -2.42 -3.69 -2.84 1.05
C -2.22 -3.20 -4.14 -0.86
C -1.44 -2.11 -4.36 -1.35
C -0.89 -1.43 -3.27 1.64
C -1.09 -1.82 -1.96 -1.42
C -1.83 -3.01 -1.73 0.98
H -2.89 -5.22 0.66 0.45
H -3.97 -6.28 -1.28 0.40
H -3.64 -5.31 -3.53 0.40
H -2.70 -3.72 -4.96 0.37
H -1.26 -1.74 -5.36 0.50
H -0.28 -0.56 -3.49 -0.27
N 1.86 -1.56 0.25 0.19
C 2.74 -1.93 0.89 -0.31
C 3.80 -2.37 1.68 0.33
C 4.97 -1.60 1.78 -0.38
C 6.01 -2.05 2.58 -0.65
C 5.90 -3.25 3.26 -0.35
C 4.74 -4.01 3.16 -0.68
C 3.69 -3.58 2.38 -0.31
H 5.04 -0.67 1.24 0.50
H 6.90 -1.46 2.66 0.42
H 6.71 -3.59 3.88 0.42
H 4.66 -4.94 3.70 0.43
H 2.78 -4.16 2.30 0.51
N 2.11 -2.55 -2.71 -0.21
C 2.43 -1.40 -3.35 0.44
S 2.39 0.02 -2.49 -0.44
N 2.81 -1.53 -4.64 -0.04
C 3.09 -0.56 -5.62 0.40
C 2.72 0.77 -5.52 0.20
C 2.99 1.64 -6.56 -0.83
C 3.62 1.20 -7.70 -0.51
C 3.99 -0.14 -7.81 -0.64
C 3.72 -1.01 -6.78 -0.45
H 1.75 -2.46 -1.77 -0.11
H 2.01 -3.42 -3.19 0.21
H 2.93 -2.48 -4.97 0.25
H 2.23 1.13 -4.63 0.20
H 2.70 2.68 -6.46 0.39
H 3.83 1.88 -8.51 0.40
H 4.48 -0.49 -8.70 0.38
H 4.01 -2.05 -6.86 0.34
C -1.57 5.80 2.66 -0.57
C -2.71 5.07 2.34 -0.89
C -2.65 3.69 2.30 -0.42
C -1.48 3.01 2.60 0.27
C -0.35 3.75 2.92 -0.35
C -0.39 5.14 2.95 -0.77
As -1.42 1.05 2.43 1.23
C -0.10 0.74 3.85 -0.59
C 1.04 0.00 3.53 -0.11
C 2.04 -0.19 4.46 -0.30
C 1.92 0.36 5.73 -0.57
C 0.79 1.08 6.06 -0.89
C -0.21 1.27 5.13 0.24
C -3.09 0.68 3.39 0.76
C -3.60 1.47 4.42 -0.34
C -4.79 1.14 5.03 -0.87
C -5.50 0.02 4.63 -0.57
C -5.01 -0.77 3.60 -0.74
C -3.82 -0.43 2.98 -0.77
H -1.61 6.87 2.69 0.43
H -3.64 5.57 2.13 0.44
H -3.55 3.12 2.05 0.58
H 0.58 3.24 3.18 0.32
H 0.49 5.70 3.21 0.46
H 1.13 -0.43 2.54 0.19
H 2.92 -0.76 4.20 0.42
H 2.71 0.22 6.46 0.42
H 0.69 1.51 7.05 0.43
H -1.09 1.84 5.40 0.25
H -3.07 2.36 4.73 0.25
H -5.19 1.77 5.82 0.42
H -6.43 -0.24 5.11 0.39
H -5.56 -1.64 3.28 0.45
H -3.45 -1.04 2.17 0.19
```

Summary:
* energy relative to the best compared isomer or geometry (same formula, charge and spin): 10.75 kcal/mol
* Kohn-Sham gap: 0.29024 hartree
* total charge: +1
* HOMO level: -9.99 eV
* M: 1030.23 g/mol

Record 4
DFT (wB97M-V/def2-TZVPD) results for C2H5NO2S in the gas phase.

Geometry as XYZ:
```
11
Properties=species:S:1:pos:R:3:mulliken_charge:R:1
C -0.43 1.02 0.49 -1.06
C -0.44 -0.44 -0.05 -0.11
N 0.45 -0.38 -1.28 0.75
O 1.65 -0.37 -1.05 -0.43
O -0.06 -0.33 -2.35 -0.47
S 0.28 -1.65 1.15 -0.16
H -0.02 1.61 -0.25 0.39
H 0.12 0.96 1.41 0.31
H -1.44 1.33 0.80 0.26
H -1.41 -0.92 -0.36 0.39
H 1.30 -0.84 1.49 0.14
```

Summary:
* energy relative to the best compared isomer or geometry (same formula, charge and spin): 66.72 kcal/mol
* Kohn-Sham gap (spin up / spin down): 0.30533 / 0.23556 hartree
* total charge: 0
* HOMO level (spin up / spin down): -7.51 / -9.84 eV
* M: 107.13 g/mol
* spin multiplicity: 3

Record 5
DFT (wB97M-V/def2-TZVPD) results for 2 unconnected molecules or ions with the total composition C3H5F2N.

Geometry as XYZ:
```
11
Properties=species:S:1:pos:R:3:mulliken_charge:R:1
C -1.02 -1.33 0.40 -0.54
C -0.53 -0.10 0.18 -0.31
C 0.91 0.17 0.36 0.99
N 1.46 1.29 -0.10 -0.52
F 1.52 -0.44 1.26 -0.16
F 1.54 -1.19 -1.05 -0.68
H -2.05 -1.74 0.13 0.26
H -0.26 -2.08 0.51 0.23
H -1.01 0.70 -0.39 0.18
H 2.36 1.32 -0.62 0.31
H 0.72 1.73 -0.72 0.24
```

Summary:
* energy relative to the best compared isomer or geometry (same formula, charge and spin): 39.50 kcal/mol
* Kohn-Sham gap (spin up / spin down): 0.35231 / 0.35229 hartree
* total charge: 0
* HOMO level (spin up / spin down): -9.81 / -9.81 eV
* M: 93.08 g/mol

Record 6
DFT (wB97M-V/def2-TZVPD) results for a gas-phase ion, C3H2NO3S (charge -1).

Geometry as XYZ:
```
10
Properties=species:S:1:pos:R:3:mulliken_charge:R:1
C 1.54 -0.43 0.53 -0.45
C 1.57 0.57 -0.30 -0.09
C -0.57 -0.27 0.02 0.39
N 0.25 -0.97 0.64 -0.45
O -2.58 0.80 0.76 -0.59
O -2.85 -0.25 -1.41 -0.62
O 0.35 0.94 -0.79 -0.46
S -2.49 -0.44 0.03 0.49
H 2.22 -0.94 1.07 0.48
H 2.57 1.00 -0.55 0.29
```

Summary:
* energy relative to the best compared isomer or geometry (same formula, charge and spin): 65.70 kcal/mol
* Kohn-Sham gap: 0.29978 hartree
* total charge: -1
* HOMO level: -4.26 eV
* M: 132.12 g/mol

Record 7
DFT (wB97M-V/def2-TZVPD) results for a molecular structure, C44H42F5InN8O3PS2SeTe.

Geometry as XYZ:
```
108
Properties=species:S:1:pos:R:3:mulliken_charge:R:1
In 0.05 0.54 -0.93 2.73
C -1.83 -0.09 -5.07 -2.16
C -1.14 0.43 -3.85 0.43
N -0.92 -0.28 -2.80 1.35
N -1.35 -1.57 -2.77 -1.38
C -1.35 -2.03 -1.53 -0.05
O -1.06 -1.34 -0.49 0.12
C -1.68 -3.47 -1.34 0.17
C -1.50 -4.04 -0.09 -0.12
C -1.78 -5.39 0.11 -1.00
C -2.24 -6.16 -0.95 -0.41
C -2.41 -5.59 -2.20 -0.78
C -2.13 -4.25 -2.40 -0.36
C -0.72 1.85 -3.78 1.07
C -1.00 2.73 -4.82 -1.06
C -0.65 4.07 -4.67 -0.69
C -0.04 4.48 -3.50 -1.08
C 0.21 3.54 -2.52 -0.29
N -0.13 2.26 -2.65 0.51
H -1.97 -1.16 -4.98 0.36
H -1.25 0.13 -5.96 0.43
H -2.81 0.39 -5.18 0.35
H -1.13 -3.43 0.72 0.41
H -1.63 -5.83 1.08 0.44
H -2.45 -7.21 -0.80 0.41
H -2.76 -6.20 -3.03 0.43
H -2.26 -3.79 -3.38 0.48
H -1.48 2.38 -5.72 0.52
H -0.86 4.77 -5.47 0.43
H 0.24 5.51 -3.35 0.51
H 0.69 3.81 -1.59 0.46
O -4.36 0.60 -0.20 -0.72
C -4.52 1.78 0.43 0.33
C -5.79 2.06 0.94 -0.48
C -6.03 3.23 1.63 -0.41
C -5.00 4.15 1.83 -0.94
C -3.74 3.87 1.34 -0.36
C -3.48 2.69 0.64 -0.40
C -2.09 2.36 0.23 0.26
O -1.94 1.42 -0.64 -0.29
N -1.13 2.99 0.85 -0.51
N 0.13 2.53 0.46 1.01
C 1.08 3.21 1.01 -0.49
S 2.78 2.87 0.74 0.01
C 3.29 4.56 1.18 -0.74
C 2.47 4.95 2.39 -0.68
S 0.73 4.59 2.03 -0.01
H -3.44 0.58 -0.55 0.24
H -6.58 1.34 0.76 0.48
H -7.02 3.44 2.00 0.44
H -5.19 5.08 2.36 0.44
H -2.92 4.56 1.49 0.46
H 3.12 5.23 0.34 0.30
H 4.35 4.52 1.40 0.44
H 2.54 6.02 2.59 0.44
H 2.79 4.40 3.27 0.28
C 4.54 0.51 -1.17 -0.66
Te 2.94 1.21 -2.39 0.23
C 3.43 -0.40 -3.71 -1.30
C 4.59 -1.13 -3.08 0.41
C 5.14 -2.25 -3.70 -0.67
C 6.21 -2.92 -3.14 -0.64
C 6.76 -2.47 -1.94 -0.71
C 6.22 -1.36 -1.32 -0.54
C 5.13 -0.68 -1.88 0.51
H 4.13 0.25 -0.19 0.19
H 5.27 1.31 -1.04 0.73
H 3.70 0.02 -4.68 0.72
H 2.56 -1.05 -3.84 0.39
H 4.71 -2.60 -4.64 0.46
H 6.62 -3.79 -3.63 0.42
H 7.59 -2.99 -1.50 0.44
H 6.64 -1.01 -0.38 0.46
F 4.46 -5.29 -1.06 -0.39
C 3.82 -4.20 -0.63 0.75
C 2.88 -3.59 -1.43 0.07
F 2.59 -4.08 -2.63 -0.41
C 2.23 -2.45 -0.97 -0.23
F 1.34 -1.90 -1.81 -0.30
C 2.47 -1.91 0.28 -0.37
Se 1.57 -0.39 1.01 0.09
C 3.43 -2.55 1.05 0.29
F 3.72 -2.08 2.27 -0.40
C 4.11 -3.67 0.61 0.28
F 5.02 -4.25 1.39 -0.34
C -3.04 -1.18 4.90 -0.79
N -3.23 0.32 4.64 0.23
C -2.17 1.07 5.45 -0.78
N -0.86 0.62 5.13 0.25
C -0.75 -0.82 5.36 -0.94
N -1.72 -1.59 4.59 0.24
C -1.44 -1.53 3.14 -1.50
P -1.47 0.18 2.43 1.61
C -3.12 0.64 3.18 -1.68
C -0.46 0.99 3.76 -1.45
H -3.77 -1.70 4.28 0.37
H -3.26 -1.33 5.96 0.36
H -4.15 0.59 4.97 0.36
H -2.40 0.88 6.50 0.36
H -2.29 2.13 5.22 0.38
H -0.92 -1.01 6.43 0.30
H 0.25 -1.14 5.10 0.39
H -2.16 -2.16 2.61 0.51
H -0.45 -1.96 2.95 0.29
H -3.93 0.12 2.66 0.43
H -3.28 1.72 3.06 0.40
H -0.52 2.07 3.64 0.43
H 0.58 0.70 3.62 0.40
```

Summary:
* energy relative to the best compared isomer or geometry (same formula, charge and spin): 0.00 kcal/mol
* Kohn-Sham gap: 0.27086 hartree
* total charge: +1
* HOMO level: -9.76 eV
* M: 1242.35 g/mol

Record 8
DFT (wB97M-V/def2-TZVPD) results for a molecular structure, C11H21BrClFGaO7.

Geometry as XYZ:
```
43
Properties=species:S:1:pos:R:3:mulliken_charge:R:1
C 0.96 1.21 -3.69 -1.37
C 1.94 2.38 -3.65 0.27
Cl 2.80 2.23 -2.06 -0.32
C 2.91 2.25 -4.82 -1.11
Ga 4.33 0.79 -4.69 0.48
F 5.16 0.72 -6.31 -0.53
C 5.79 1.12 -3.28 -0.51
C 6.99 0.34 -3.64 0.21
O 7.75 0.60 -4.53 -0.51
Br 7.32 -1.29 -2.51 -0.32
H 1.54 0.31 -3.50 0.34
H 0.23 1.34 -2.90 0.31
H 0.50 1.12 -4.66 0.39
H 1.41 3.31 -3.68 0.47
H 2.28 1.97 -5.66 0.35
H 3.32 3.22 -5.09 0.39
H 3.63 -0.61 -4.33 -0.22
H 6.11 2.15 -3.18 0.34
H 5.45 0.79 -2.31 0.37
C -2.10 0.59 3.73 -0.60
O -1.74 1.49 2.68 -0.33
C -0.64 1.12 2.00 0.73
O 0.01 0.14 2.22 -0.54
O -0.41 2.03 1.07 -0.32
C 0.74 1.77 0.24 -0.66
H -2.99 0.99 4.19 0.21
H -2.32 -0.40 3.33 0.28
H -1.31 0.52 4.47 0.30
H 0.63 0.83 -0.30 0.30
H 1.65 1.75 0.85 0.31
H 0.81 2.58 -0.47 0.29
C -6.84 -2.17 2.84 -0.62
O -6.37 -3.32 3.55 -0.32
C -5.23 -3.12 4.21 0.82
O -4.61 -2.09 4.25 -0.52
O -4.90 -4.25 4.82 -0.32
C -3.69 -4.18 5.57 -0.62
H -7.77 -2.47 2.35 0.21
H -7.05 -1.35 3.52 0.28
H -6.12 -1.87 2.08 0.30
H -3.77 -3.43 6.36 0.28
H -2.85 -3.94 4.92 0.30
H -3.54 -5.16 6.01 0.21
```

Summary:
* Kohn-Sham gap: 0.27600 hartree
* total charge: -1
* HOMO level: -5.64 eV
* M: 469.36 g/mol

Record 9
DFT (wB97M-V/def2-TZVPD) results for C23H27N3O5S3 in the gas phase.

Geometry as XYZ:
```
61
Properties=species:S:1:pos:R:3:mulliken_charge:R:1
C 6.44 0.57 -1.47 -1.76
C 5.36 -0.29 -0.90 0.91
C 5.21 -0.43 0.48 -0.53
C 4.22 -1.25 1.00 -0.53
C 3.40 -1.95 0.13 -0.03
S 2.14 -3.03 0.78 1.51
O 2.19 -4.31 0.11 -0.71
O 2.17 -3.03 2.21 -0.69
C 0.65 -2.21 0.23 0.03
N 0.63 -0.95 0.00 0.09
C -0.57 -0.51 -0.43 -1.36
S -0.61 1.28 -0.56 1.43
O -0.74 1.67 -1.94 -0.72
O -1.63 1.76 0.35 -0.72
C 1.00 1.74 0.06 -0.11
C 2.02 1.99 -0.83 -0.42
C 3.26 2.37 -0.34 -0.66
C 3.48 2.48 1.02 0.94
C 4.80 2.94 1.56 -1.76
C 2.43 2.20 1.90 -0.85
C 1.19 1.83 1.42 -0.37
C -1.55 -1.48 -0.57 1.95
N -2.78 -1.41 -1.08 -0.01
C -3.78 -2.41 -0.76 -1.13
C -4.67 -1.88 0.37 -0.59
N -5.32 -0.66 -0.06 0.04
C -6.30 -0.19 0.91 -0.60
C -7.25 0.84 0.29 -0.57
O -8.39 1.05 1.09 -0.52
C -4.32 0.35 -0.38 -0.46
C -3.40 -0.17 -1.48 -1.18
S -0.85 -3.03 -0.09 -0.41
C 3.53 -1.82 -1.24 -0.37
C 4.50 -0.99 -1.75 -0.77
H 7.23 -0.06 -1.89 0.45
H 6.88 1.21 -0.71 0.33
H 6.06 1.19 -2.28 0.39
H 5.87 0.10 1.14 0.46
H 4.08 -1.38 2.06 0.52
H 1.83 1.91 -1.89 0.51
H 4.06 2.59 -1.03 0.43
H 5.56 2.92 0.79 0.30
H 5.11 2.32 2.40 0.37
H 4.71 3.97 1.93 0.46
H 2.59 2.29 2.97 0.42
H 0.36 1.64 2.08 0.48
H -3.31 -3.34 -0.48 0.52
H -4.40 -2.57 -1.65 0.36
H -5.43 -2.63 0.60 0.56
H -4.05 -1.73 1.27 0.25
H -6.90 -1.06 1.21 0.52
H -5.83 0.23 1.81 0.24
H -6.78 1.82 0.22 0.30
H -7.53 0.51 -0.72 0.33
H -8.87 0.22 1.18 0.32
H -4.83 1.25 -0.74 0.40
H -3.72 0.62 0.50 0.45
H -2.65 0.58 -1.73 0.30
H -4.00 -0.38 -2.38 0.41
H 2.87 -2.39 -1.88 0.45
H 4.61 -0.88 -2.82 0.42
```

Summary:
* Kohn-Sham gap: 0.31288 hartree
* total charge: 0
* HOMO level: -8.26 eV
* M: 521.69 g/mol
* structure (SMILES): Cc1ccc(S(=O)(=O)c2nc(S(=O)(=O)c3ccc(C)cc3)c(N3CCN(CCO)CC3)s2)cc1

Record 10
DFT (wB97M-V/def2-TZVPD) results for C8H8 in the gas phase.

Geometry as XYZ:
```
16
Properties=species:S:1:pos:R:3:mulliken_charge:R:1
C -0.47 -2.27 -1.05 -0.38
C -0.44 -1.08 -0.46 0.20
C 0.18 -3.33 -0.92 -0.36
C -0.65 -0.44 0.77 0.11
C -1.14 -0.48 1.99 -0.80
C 0.13 0.28 -0.28 1.34
C -0.52 1.41 -1.06 -1.41
C 1.63 0.43 -0.09 -1.49
H -1.68 -1.35 2.34 0.27
H -1.03 0.34 2.68 0.29
H -0.15 2.37 -0.71 0.39
H -1.60 1.38 -0.95 0.38
H -0.27 1.32 -2.12 0.35
H 2.12 0.53 -1.06 0.38
H 2.04 -0.43 0.42 0.38
H 1.84 1.32 0.50 0.38
```

Summary:
* energy relative to the best compared isomer or geometry (same formula, charge and spin): 145.70 kcal/mol
* Kohn-Sham gap: 0.29128 hartree
* total charge: 0
* HOMO level: -9.36 eV
* M: 104.15 g/mol